A structure of composition C17H23MoO2. Source: the Open Molecules 2025 dataset; level of theory: ωB97M-V with the def2-TZVPD basis set.

Structure (XYZ):
```
43
Properties=species:S:1:pos:R:3:forces:R:3:lowdin_charge:R:1
Mo 0.118 0.503 1.390 -3.7 -1.1 0.6 1.103
C -1.304 2.439 1.796 0.2 0.4 0.8 -0.250
C -1.285 2.417 0.379 0.2 1.0 -0.3 -0.243
C -1.827 1.196 -0.068 -0.2 -0.5 -0.5 -0.231
H -1.023 3.283 -0.255 0.0 -0.8 0.5 0.095
C -2.180 0.418 1.079 -0.3 0.2 0.3 -0.255
C -1.871 1.202 2.246 -0.5 0.0 0.0 -0.277
H -2.165 0.963 3.280 0.4 0.1 -0.7 0.097
H -1.052 3.298 2.442 -0.1 -0.6 -0.5 0.084
H -2.097 0.941 -1.111 0.5 0.1 0.8 0.079
H -2.698 -0.554 1.075 0.4 0.6 0.0 0.096
C 1.884 -0.412 2.316 0.4 -0.4 0.1 -0.317
C 0.819 -0.501 3.286 0.3 0.1 -0.3 -0.251
C -0.236 -1.294 2.717 1.1 0.1 -0.4 -0.246
H 0.873 -0.163 4.316 -0.1 0.1 -0.3 0.079
C 0.173 -1.723 1.405 0.6 0.4 0.0 -0.258
C 1.491 -1.177 1.149 0.3 -0.4 0.2 -0.305
H 2.104 -1.369 0.275 -0.1 0.0 0.2 0.071
H 2.857 0.019 2.493 0.1 0.0 0.0 0.069
H -1.125 -1.620 3.243 -0.1 0.3 -0.2 0.094
H -0.361 -2.415 0.765 0.0 0.2 0.0 0.061
O 0.766 1.981 -1.504 -0.1 -1.2 -1.6 -0.104
C -0.798 -2.567 -2.981 0.8 2.8 0.2 -0.412
C -0.563 -1.563 -3.847 0.4 -0.2 0.7 -0.017
C -2.009 -2.399 -2.102 -0.9 -1.0 0.1 -0.079
C 0.402 -3.313 -2.468 0.7 -1.0 -0.6 -0.083
C 0.622 1.197 -2.421 0.1 1.8 0.9 -0.123
H -1.300 -0.749 -3.900 0.4 -0.4 -0.6 0.053
H 0.487 -1.402 -4.158 -0.9 0.0 -0.4 0.064
H 1.497 0.620 -2.826 -0.8 0.0 0.2 0.091
H -0.378 1.230 -2.901 0.4 -0.8 -0.4 0.070
H -2.771 -3.199 -2.293 0.5 0.6 0.3 0.080
H -2.486 -1.408 -2.269 0.3 -0.8 0.2 0.071
H -1.677 -2.474 -1.043 -0.4 0.2 -0.6 0.064
H 0.661 -4.177 -3.142 -0.3 0.5 0.9 0.081
H 0.200 -3.649 -1.441 0.4 -0.1 -0.4 0.067
H 1.312 -2.657 -2.475 -0.9 -0.5 0.2 0.083
C 2.403 3.274 1.678 0.0 0.5 1.8 -0.119
C 2.328 2.638 0.339 0.1 0.0 0.2 -0.293
O 2.955 2.903 -0.624 0.7 0.3 -0.2 0.027
H 2.142 4.366 1.691 0.3 -0.8 -0.4 0.082
H 3.424 3.143 2.127 -0.6 0.1 -0.5 0.080
H 1.685 2.754 2.342 0.3 0.2 -0.3 0.023
```
Positions in Å, forces in eV/Å.

Summary:
Max |F| = 3.86 eV Å⁻¹
HOMO (spin up / spin down) = -0.044 / -0.050 Ha
Spin multiplicity = 3
Orbital gap (spin up / spin down) = 4.42 / 4.58 eV
Charge = -1

---

A structure of composition C17H23N2Pt. Source: the Open Molecules 2025 dataset; level of theory: ωB97M-V with the def2-TZVPD basis set.

Structure (XYZ):
```
43
Properties=species:S:1:pos:R:3:forces:R:3:lowdin_charge:R:1
C -0.332 0.965 -2.030 -0.7 2.1 -2.2 -0.592
C -1.347 0.136 -2.828 -0.1 -0.8 0.0 -0.107
C -0.903 2.330 -1.713 0.0 0.7 0.2 -0.104
C 0.883 1.158 -2.990 0.5 -0.1 0.3 -0.100
H -0.898 3.004 -2.595 0.0 -0.4 0.3 0.110
H -0.295 2.800 -0.940 -0.1 0.3 -0.2 0.044
H -1.916 2.289 -1.308 0.1 0.0 -0.3 0.049
H -1.106 0.221 -3.907 -0.4 -0.4 0.6 0.087
H -2.417 0.381 -2.683 0.7 0.1 0.1 0.082
H -1.192 -0.896 -2.478 -0.4 -0.2 -0.8 0.067
H 0.537 1.162 -4.052 0.4 0.0 0.9 0.090
H 1.559 0.318 -2.820 0.2 -0.1 -0.5 0.067
H 1.483 2.079 -2.836 -0.6 -0.5 0.2 0.082
C -1.294 -0.293 1.454 -0.9 -1.2 -1.2 -0.225
C -1.859 1.018 1.205 -1.3 -1.0 0.3 -0.077
C -2.856 0.871 0.206 -0.9 -0.7 -0.3 -0.110
H -1.733 1.898 1.829 0.0 -0.3 -0.2 0.116
C -2.859 -0.447 -0.280 -0.8 0.9 0.4 -0.097
C -1.817 -1.205 0.380 0.2 1.1 1.4 -0.177
H -1.688 -2.296 0.259 -0.1 1.1 0.2 0.094
H -0.771 -0.614 2.351 -0.3 0.2 -0.4 0.095
H -3.604 1.627 -0.070 0.6 -0.3 0.1 0.128
H -3.625 -0.873 -0.946 0.7 0.3 0.2 0.131
C 2.216 0.162 0.376 -0.3 1.1 1.2 -0.166
C 1.314 0.546 1.485 1.0 -0.4 -1.2 -0.202
C 0.879 1.896 1.243 1.6 -0.1 0.2 -0.090
H 1.170 -0.050 2.379 -0.1 0.3 -0.3 0.104
C 1.676 2.421 0.184 1.6 -0.2 -0.7 -0.102
C 2.499 1.404 -0.335 0.1 0.8 0.3 -0.089
H 3.321 1.555 -1.070 -1.0 -0.3 0.5 0.133
H 2.767 -0.782 0.273 -0.4 0.9 0.1 0.083
H 0.257 2.483 1.895 -0.1 0.0 0.0 0.111
H 1.780 3.475 -0.100 -0.4 -0.6 0.1 0.131
Pt 0.050 -0.073 -0.283 0.4 -0.4 0.2 1.253
N 0.597 -3.724 2.922 -0.1 0.3 -0.3 0.057
C 1.965 -3.427 2.846 -0.9 0.5 -1.3 -0.046
C 2.060 -2.553 1.756 0.0 -0.9 1.6 -0.150
N 0.809 -2.184 1.310 -0.4 -2.6 -0.4 -0.022
C -0.052 -2.990 1.939 1.4 -0.8 1.1 -0.184
H 0.097 -4.386 3.546 0.9 0.8 -0.7 0.174
H 2.743 -3.810 3.506 -0.6 -0.1 -0.3 0.119
H 2.989 -2.318 1.231 -0.5 0.3 0.6 0.102
H -1.086 -3.277 1.688 0.7 0.8 0.4 0.127
```
Positions in Å, forces in eV/Å.

Summary:
Max |F| = 3.11 eV Å⁻¹
HOMO (spin up / spin down) = -0.392 / -0.413 Ha
Spin multiplicity = 5
Orbital gap (spin up / spin down) = 8.58 / 5.96 eV
Charge = +1

---

The ion C17H23N2S2 with charge +1. Source: the Open Molecules 2025 dataset; level of theory: ωB97M-V with the def2-TZVPD basis set.

Structure (XYZ):
```
44
Properties=species:S:1:pos:R:3:forces:R:3:lowdin_charge:R:1
C 1.044 1.301 -2.649 0.5 0.3 0.2 -0.125
C 0.163 1.376 -1.405 -0.7 1.2 -0.4 -0.137
N 0.392 0.343 -0.415 1.2 -1.4 0.4 -0.024
C 1.647 -0.190 -0.386 -1.5 0.5 -0.1 -0.190
C 2.147 -1.236 0.557 0.3 -0.5 -0.2 -0.085
C 3.667 -1.284 0.276 0.7 -0.3 0.4 -0.117
C 3.947 -0.357 -0.909 0.3 -0.1 0.4 -0.112
N 2.615 0.156 -1.232 0.3 0.5 -0.3 -0.025
C 2.514 1.166 -2.270 -0.2 0.6 -0.4 -0.123
H 0.757 0.505 -3.324 -0.2 -0.3 0.0 0.123
H 0.932 2.241 -3.187 -0.2 0.0 -0.1 0.127
H 0.259 2.398 -0.954 -0.1 -0.9 -0.1 0.156
H -0.871 1.255 -1.717 -0.1 0.3 -0.1 0.112
H 1.917 -0.973 1.592 -0.1 -0.1 -0.3 0.085
H 1.664 -2.196 0.285 0.1 0.5 0.3 0.115
H 4.259 -0.958 1.146 -0.4 -0.2 -0.2 0.123
H 4.014 -2.288 0.026 -0.2 0.0 0.2 0.117
H 4.631 0.464 -0.644 -0.5 0.0 0.0 0.134
H 4.466 -0.854 -1.747 -0.8 0.1 0.1 0.137
H 3.145 0.921 -3.148 -0.4 -0.3 0.6 0.143
H 2.915 2.135 -1.913 -0.2 -0.4 0.2 0.143
C -3.728 2.515 -1.229 -0.1 -0.6 0.5 -0.074
C -3.825 1.159 -1.567 0.7 -0.3 0.5 -0.057
C -3.022 0.205 -0.884 -0.2 1.1 -0.4 -0.065
C -2.133 0.635 0.133 0.4 -0.9 -0.8 -0.295
C -0.822 -0.192 0.506 -0.2 0.7 -0.3 -0.771
S -0.302 0.260 2.177 0.0 0.5 0.7 0.973
C -0.403 -1.152 3.318 0.2 -0.1 0.1 -0.449
C -1.379 -2.244 2.943 0.0 0.1 -0.1 -0.288
C -1.101 -2.939 1.624 0.2 -0.2 0.1 -0.442
S -1.082 -1.930 0.105 -0.2 -0.4 -0.3 0.969
C -2.375 1.887 0.674 0.5 1.0 0.9 -0.095
C -3.147 2.832 0.004 -0.3 0.5 -0.3 -0.066
H -4.160 3.279 -1.868 -0.2 -0.1 0.3 0.109
H -4.522 0.852 -2.353 0.5 0.0 0.2 0.114
H -3.115 -0.832 -1.171 0.3 0.0 -0.1 0.076
H 0.625 -1.516 3.457 -0.3 -0.2 -0.1 0.074
H -0.721 -0.733 4.283 0.2 0.1 -0.4 0.089
H -1.319 -3.004 3.717 0.0 -0.2 0.1 0.121
H -2.405 -1.866 2.976 0.1 0.1 -0.2 0.125
H -0.144 -3.473 1.624 -0.1 0.1 0.3 0.073
H -1.891 -3.688 1.474 0.2 0.3 -0.2 0.087
H -1.936 2.174 1.652 -0.1 -0.2 -0.9 0.090
H -3.316 3.846 0.421 0.4 -0.8 -0.2 0.123
```
Positions in Å, forces in eV/Å.

Summary:
Max |F| = 1.92 eV Å⁻¹
HOMO = -0.430 Ha
SMILES = c1ccc(C2(N3CCC[N+]4=C3CCC4)SCCCS2)cc1
Spin multiplicity = 1
Orbital gap = 9.31 eV
Charge = +1

---

The molecule C17H23N3O4. Source: the Open Molecules 2025 dataset; level of theory: ωB97M-V with the def2-TZVPD basis set.

Structure (XYZ):
```
47
Properties=species:S:1:pos:R:3:forces:R:3:lowdin_charge:R:1
C 6.031 -0.719 2.498 0.1 0.1 -0.2 -0.112
C 6.016 -0.537 0.986 -0.2 -0.2 0.2 -0.267
C 5.170 -1.611 0.304 0.3 0.1 -0.2 -0.224
C 5.261 -1.582 -1.222 -0.2 0.2 0.2 -0.189
H 6.303 -1.696 -1.526 0.0 -0.1 -0.1 0.112
H 4.702 -2.430 -1.629 0.1 0.0 -0.1 0.106
C 4.723 -0.289 -1.840 0.3 -0.2 0.0 -0.179
N 3.343 -0.054 -1.486 0.0 -0.3 -0.2 0.070
C 2.961 0.950 -0.666 -0.1 -0.2 -0.2 -0.456
O 3.728 1.781 -0.224 0.1 0.3 0.1 0.073
C 1.494 0.982 -0.361 -0.3 0.1 0.2 -0.117
C 0.766 -0.175 -0.133 0.0 0.1 0.0 0.040
C -0.589 -0.091 0.177 -0.1 0.7 -0.1 -0.164
C -1.215 1.158 0.244 0.4 -0.1 -0.1 -0.056
C -0.469 2.316 0.025 0.0 -0.2 0.0 0.020
C 0.874 2.230 -0.264 0.1 0.0 0.0 -0.002
H 1.471 3.115 -0.419 0.0 0.1 0.0 0.121
H -0.975 3.266 0.093 0.0 0.1 0.0 0.125
C -2.649 1.243 0.538 0.1 0.0 0.1 -0.357
O -3.267 2.283 0.604 0.0 0.1 0.0 0.100
N -3.285 0.025 0.749 -0.2 0.1 0.1 0.080
C -2.679 -1.215 0.724 0.3 -0.2 0.0 -0.458
O -3.264 -2.247 0.963 -0.1 -0.2 0.0 0.079
N -1.340 -1.214 0.426 0.1 -0.3 0.0 0.179
H -0.900 -2.124 0.405 -0.2 0.1 0.0 0.166
C -4.725 0.059 0.948 -0.5 0.0 -0.2 -0.089
C -5.448 0.273 -0.393 0.1 0.2 0.2 -0.199
O -5.117 -0.665 -1.382 0.2 0.0 0.0 -0.177
C -5.654 -1.955 -1.180 0.0 -0.1 0.0 -0.101
H -5.160 -2.479 -0.357 -0.1 0.0 -0.1 0.070
H -6.732 -1.903 -0.985 0.0 0.0 0.0 0.090
H -5.481 -2.501 -2.106 -0.1 -0.1 0.0 0.090
H -5.153 1.242 -0.803 -0.1 -0.1 0.1 0.124
H -6.532 0.277 -0.205 0.1 0.0 0.0 0.127
H -5.016 -0.886 1.407 0.0 0.2 0.0 0.124
H -4.962 0.893 1.611 0.0 -0.1 0.0 0.132
H 1.239 -1.148 -0.159 0.1 -0.1 0.0 0.118
H 2.657 -0.704 -1.832 -0.1 0.2 0.0 0.138
H 4.811 -0.339 -2.931 0.0 0.1 0.1 0.121
H 5.288 0.572 -1.480 0.0 -0.1 -0.1 0.116
H 5.500 -2.594 0.649 -0.1 0.0 0.1 0.111
H 4.128 -1.488 0.611 -0.1 -0.1 0.1 0.103
H 5.614 0.450 0.755 0.1 0.0 -0.1 0.090
H 7.039 -0.586 0.604 0.0 0.0 -0.1 0.112
H 6.446 -1.689 2.767 0.0 -0.1 0.1 0.069
H 6.632 0.054 2.969 0.0 0.0 0.1 0.068
H 5.021 -0.656 2.898 -0.1 0.0 0.1 0.072
```
Positions in Å, forces in eV/Å.

Summary:
Max |F| = 0.66 eV Å⁻¹
HOMO = -0.334 Ha
SMILES = CCCCCNC(=O)c1ccc2c(=O)n(CCOC)c(=O)[nH]c2c1
Spin multiplicity = 1
Orbital gap = 8.99 eV

---

A structure of composition C17H23N5O2SZr. Source: the Open Molecules 2025 dataset; level of theory: ωB97M-V with the def2-TZVPD basis set.

Structure (XYZ):
```
49
Properties=species:S:1:pos:R:3:forces:R:3:lowdin_charge:R:1
N -0.123 3.385 0.434 0.2 1.6 -0.4 0.079
C 0.003 4.536 0.294 -0.2 -2.0 0.2 -0.266
C 0.152 5.969 0.126 0.1 0.6 0.0 -0.044
H -0.826 6.437 -0.051 0.2 -0.2 0.1 0.106
H 0.808 6.197 -0.725 -0.2 -0.1 0.3 0.102
H 0.591 6.408 1.032 -0.1 -0.1 -0.2 0.108
N 3.067 -1.677 -0.049 0.9 -1.3 -0.5 0.109
C 3.883 -2.445 -0.368 -1.3 1.3 0.3 -0.231
C 4.885 -3.395 -0.809 0.4 -0.4 -0.1 -0.036
H 5.550 -2.935 -1.553 -0.2 -0.1 0.2 0.108
H 4.411 -4.284 -1.248 0.1 0.3 0.2 0.105
H 5.489 -3.710 0.048 -0.1 0.0 -0.1 0.108
N -2.945 -1.923 0.275 -1.0 -0.4 -0.4 0.095
C -4.017 -2.338 0.109 1.2 0.5 0.2 -0.237
C -5.366 -2.840 -0.095 -0.3 -0.1 -0.1 -0.032
H -5.568 -3.667 0.598 0.1 0.2 -0.2 0.111
H -5.481 -3.204 -1.126 0.1 0.1 0.3 0.105
H -6.096 -2.040 0.086 0.2 -0.2 0.0 0.108
Zr -0.207 0.137 -3.367 0.4 -0.7 11.0 1.749
C 0.014 -1.624 0.918 1.4 -5.9 -0.6 -0.463
O 0.307 -2.677 0.510 -1.3 4.6 1.5 0.268
C 2.723 1.543 -0.429 -0.5 -0.9 1.9 0.006
O 2.523 1.095 0.602 0.4 1.1 -1.9 -0.060
C 0.556 1.471 -4.823 -1.1 1.2 0.5 -0.146
C -0.897 1.539 -4.794 -1.5 -0.5 -4.6 -0.120
C -1.686 0.314 -4.876 0.0 3.4 -1.8 -0.132
C -1.020 -0.976 -4.981 1.2 -1.3 0.4 -0.149
C 0.437 -1.043 -5.011 1.2 1.2 -4.3 -0.119
C 1.224 0.180 -4.933 -0.1 -3.1 -2.2 -0.128
H 1.145 2.387 -4.830 -0.1 -0.2 0.2 0.163
H -1.400 2.506 -4.776 0.1 -0.2 0.0 0.168
H -2.774 0.373 -4.918 0.2 0.0 0.1 0.165
H -1.608 -1.887 -5.091 0.1 0.2 0.1 0.160
H 0.932 -2.006 -5.139 0.0 0.2 0.0 0.166
H 2.309 0.136 -5.013 -0.2 0.0 0.1 0.165
C 1.410 -0.518 5.212 0.4 0.0 0.8 0.013
N 0.774 -0.826 3.922 -0.8 0.7 -1.9 0.052
C -0.204 -0.126 3.356 0.8 -0.6 2.2 -0.404
S -0.475 -0.201 1.504 -0.7 1.9 0.1 1.162
N -1.039 0.693 3.987 0.3 -1.1 -2.4 0.043
C -1.380 0.661 5.418 -0.2 0.2 0.9 0.020
H 1.200 0.510 5.517 0.1 -0.2 -0.2 0.110
H 2.491 -0.637 5.093 -0.2 0.0 -0.1 0.124
H 1.066 -1.216 5.983 0.1 0.1 -0.2 0.122
H 1.281 -1.447 3.292 0.0 0.1 0.5 0.158
H -1.685 1.184 3.365 0.1 0.2 0.5 0.160
H -1.022 1.578 5.900 0.0 -0.2 -0.1 0.127
H -2.469 0.617 5.516 0.2 0.0 -0.2 0.126
H -0.943 -0.212 5.909 -0.2 0.2 -0.2 0.099
```
Positions in Å, forces in eV/Å.

Summary:
Max |F| = 11.02 eV Å⁻¹
HOMO (spin up / spin down) = -0.769 / -0.769 Ha
Spin multiplicity = 1
Orbital gap (spin up / spin down) = 6.09 / 6.09 eV
Charge = +4